Below is a 2-piece molecular cluster, C2H9BNO2 overall, with properties calculated with the ωB97M-V functional and the def2-TZVPD basis.

```
! wB97M-V def2-TZVPD RIJCOSX def2/J DEFGRID3
* xyz 1 3
B -0.602 -0.449 -0.626
C -0.796 0.785 -1.361
C 0.789 0.984 1.027
N 1.800 0.140 1.053
O -1.737 -0.890 0.365
O 0.305 -1.476 -0.642
H -0.081 1.197 -2.048
H -1.622 1.445 -1.168
H 0.932 1.957 0.593
H -0.043 0.823 1.689
H 2.625 0.307 0.494
H -2.617 -0.729 -0.009
H 1.692 -0.793 1.429
H -1.587 -1.832 0.558
H 0.942 -1.470 -1.352
*
```

LUMO energy (spin up / spin down): -3.9 / -6.1 eV
HOMO (spin up / spin down): -9.76 / -15.03 eV
Kohn-Sham gap (spin up / spin down): 5.86 / 8.98 eV
Energy above the lowest of the compared OMol25 structures with the same formula, charge and spin: 12.3 kcal per mole
DFT total energy: -311.35825 a.u.
⟨S²⟩: 2.01

These are the Mulliken partial charges, in e, on atoms 1 to 4: B 0.53; C -0.51; C -0.98; N -0.27

Below is C52H47F4KN11O8Te as an isolated structure, with properties calculated with the ωB97M-V functional and the def2-TZVPD basis.

```
! wB97M-V def2-TZVPD RIJCOSX def2/J DEFGRID3
* xyz -2 2
K -0.267 -0.346 1.231
O -6.406 0.734 3.774
C -5.188 0.498 3.217
C -4.378 -0.545 3.681
C -3.204 -0.850 3.005
N -2.861 -0.152 1.912
C -3.605 0.889 1.512
C -4.792 1.268 2.144
C -3.150 1.761 0.376
O -3.606 2.899 0.361
O -2.271 1.266 -0.450
C -2.310 -2.007 3.423
O -2.802 -2.810 4.245
O -1.134 -2.037 2.900
H -6.543 0.166 4.529
H -4.681 -1.165 4.514
H -5.273 2.195 1.791
O 0.927 -2.129 -2.891
H 1.488 -1.675 -2.228
H 0.168 -1.534 -3.032
O -0.565 3.346 -1.011
H -1.268 2.677 -0.824
H -0.983 3.958 -1.629
C 2.041 -2.031 3.053
C 3.075 -3.047 3.602
N 3.852 -3.606 2.506
C 4.569 -2.509 1.854
C 3.527 -1.479 1.275
N 2.152 -1.912 1.583
C 1.912 -3.218 0.991
C 2.965 -4.244 1.531
H 2.193 -1.009 3.507
H 1.031 -2.333 3.259
H 2.579 -3.860 4.114
H 3.795 -2.634 4.317
H 5.239 -2.893 1.062
H 5.182 -2.013 2.618
H 3.632 -1.419 0.189
H 3.710 -0.509 1.679
H 1.991 -3.166 -0.091
H 0.876 -3.511 1.143
H 3.572 -4.666 0.712
H 2.502 -5.078 2.014
C -3.745 -6.644 -4.686
C -3.472 -5.343 -4.029
C -3.871 -4.153 -4.640
C -3.592 -2.914 -4.070
C -4.125 -1.724 -4.812
C -2.849 -2.905 -2.859
Te -2.439 -1.097 -1.742
N -1.201 -0.126 -2.846
C -1.459 0.768 -3.827
O -2.523 0.917 -4.457
C -0.281 1.582 -4.246
C -0.319 2.183 -5.506
C 0.713 3.010 -5.908
C 1.741 3.286 -5.025
C 1.762 2.678 -3.784
C 0.779 1.820 -3.365
C -4.459 -0.446 -1.734
C -4.867 0.664 -2.444
C -6.151 1.130 -2.324
C -7.024 0.535 -1.398
C -6.574 -0.542 -0.645
C -5.272 -1.081 -0.818
C -4.846 -2.309 -0.080
C -2.327 -4.088 -2.296
C -1.326 -4.133 -1.152
C -2.716 -5.292 -2.842
H -3.907 -6.521 -5.786
H -4.631 -7.115 -4.269
H -2.947 -7.354 -4.520
H -4.498 -4.144 -5.544
H -3.995 -1.812 -5.883
H -3.633 -0.772 -4.542
H -5.198 -1.602 -4.604
H -1.204 1.964 -6.102
H 0.705 3.491 -6.906
H 2.543 3.938 -5.338
H 2.573 2.915 -3.102
H 0.803 1.336 -2.401
H -4.172 1.102 -3.128
H -6.490 2.003 -2.876
H -8.027 0.929 -1.285
H -7.226 -1.047 0.070
H -5.617 -2.631 0.639
H -3.935 -2.107 0.499
H -4.607 -3.088 -0.761
H -0.405 -3.579 -1.447
H -0.987 -5.142 -0.963
H -1.768 -3.760 -0.234
H -2.309 -6.215 -2.453
N 5.734 3.349 -1.890
C 5.199 2.202 -2.435
C 4.652 1.179 -1.585
N 4.163 0.072 -2.114
C 4.159 -0.046 -3.435
C 4.737 0.931 -4.220
N 5.274 2.053 -3.720
H 5.370 3.607 -1.005
H 5.773 4.111 -2.555
H 4.635 1.295 -0.460
H 3.687 -0.892 -3.862
H 4.754 0.864 -5.309
F 5.597 5.953 3.708
C 4.943 5.286 4.691
C 5.035 5.725 5.992
F 5.823 6.811 6.268
C 4.309 5.143 7.050
C 3.578 3.957 6.655
C 3.497 3.498 5.392
F 2.748 2.428 5.179
C 4.143 4.156 4.308
C 4.006 3.725 2.946
C 3.126 2.686 2.581
N 2.371 1.933 2.113
C 4.552 4.377 1.855
N 4.994 4.865 0.877
F 2.936 3.281 7.626
C 4.330 5.633 8.372
C 5.005 6.789 8.794
N 5.573 7.661 9.306
C 3.723 4.963 9.447
N 3.258 4.574 10.434
*
```

LUMO energy (spin up / spin down): 3.3 / 1.2 eV
HOMO (spin up / spin down): -3.84 / -4.33 eV
Kohn-Sham gap (spin up / spin down): 7.12 / 5.53 eV
Energy above the lowest of the compared OMol25 structures with the same formula, charge and spin: 1.6 kcal per mole
DFT total energy: -4481.52171 a.u.
⟨S²⟩: 0.80

These are the Mulliken partial charges, in e, on atoms 1 to 4: K 0.57; O -0.57; C 0.94; C -0.34

Below is C20H32KO10S2 as an isolated structure, with properties calculated with the ωB97M-V functional and the def2-TZVPD basis.

```
! wB97M-V def2-TZVPD RIJCOSX def2/J DEFGRID3
* xyz -3 1
K 0.121 1.015 0.108
C 1.575 5.770 -1.188
C 1.232 4.270 -1.711
C 2.414 3.809 -2.708
O 1.027 3.504 -0.515
H 0.599 6.010 -0.765
H 1.850 6.428 -2.012
H 2.405 5.751 -0.482
H 0.416 4.313 -2.432
H 3.310 3.418 -2.226
H 2.685 4.664 -3.329
H 2.003 3.195 -3.510
C -0.126 -1.302 -2.337
C 1.415 -1.342 -2.047
C 2.262 -0.231 -2.696
O 1.630 -1.528 -0.699
H -0.610 -2.279 -2.301
H -0.554 -0.895 -3.253
H -0.654 -0.608 -1.683
H 1.816 -2.283 -2.422
H 1.499 0.540 -2.804
H 2.586 -0.386 -3.725
H 3.140 0.133 -2.163
C 5.170 1.585 1.328
C 5.245 0.241 1.434
C 4.069 -0.629 1.976
O 3.905 -1.917 1.814
C 2.935 -0.047 2.417
C 2.643 1.333 2.113
C 3.898 2.309 1.505
O 3.710 3.514 1.397
O 1.594 1.965 2.407
O 6.344 -0.177 0.968
H 5.916 2.247 0.915
H 2.219 -0.740 2.833
C -2.578 -3.493 3.452
C -1.529 -3.146 4.538
C -0.531 -2.158 3.924
S -0.484 -2.292 2.051
O 0.806 -2.940 1.786
O -0.921 -1.034 1.406
C -2.035 -3.501 1.981
H -3.367 -2.742 3.420
H -3.061 -4.445 3.675
H -1.051 -4.067 4.869
H -1.966 -2.537 5.329
H 0.510 -2.323 4.200
H -0.719 -1.115 4.178
H -1.747 -4.501 1.656
H -2.681 -3.340 1.118
C -4.526 -1.393 -0.649
C -3.748 -1.756 -1.902
C -3.654 -0.496 -2.798
S -3.546 0.939 -1.671
O -4.656 1.839 -1.932
O -2.151 1.423 -1.634
C -3.883 -0.115 -0.174
H -4.491 -2.255 0.018
H -5.525 -1.035 -0.896
H -4.478 -2.385 -2.411
H -2.792 -2.098 -1.505
H -4.640 -0.385 -3.249
H -2.878 -0.659 -3.546
H -4.507 0.590 0.375
H -2.860 -0.232 0.185
*
```

LUMO energy: 4.8 eV
HOMO: 2.84 eV
Kohn-Sham gap: 1.95 eV
DFT total energy: -2929.58808 a.u.

These are the Mulliken partial charges, in e, on atoms 1 to 4: K 0.80; C -1.36; C 0.39; C -1.34

Question: Which formula does entry 1 have?
Answer: C2H9BNO2

Question: What is the DFT total energy in the second record?
Answer: -4481.52171 a.u.

Repeat the first record exactly.
Below is a 2-piece molecular cluster, C2H9BNO2 overall, with properties calculated with the ωB97M-V functional and the def2-TZVPD basis.

```
! wB97M-V def2-TZVPD RIJCOSX def2/J DEFGRID3
* xyz 1 3
B -0.602 -0.449 -0.626
C -0.796 0.785 -1.361
C 0.789 0.984 1.027
N 1.800 0.140 1.053
O -1.737 -0.890 0.365
O 0.305 -1.476 -0.642
H -0.081 1.197 -2.048
H -1.622 1.445 -1.168
H 0.932 1.957 0.593
H -0.043 0.823 1.689
H 2.625 0.307 0.494
H -2.617 -0.729 -0.009
H 1.692 -0.793 1.429
H -1.587 -1.832 0.558
H 0.942 -1.470 -1.352
*
```

LUMO energy (spin up / spin down): -3.9 / -6.1 eV
HOMO (spin up / spin down): -9.76 / -15.03 eV
Kohn-Sham gap (spin up / spin down): 5.86 / 8.98 eV
Energy above the lowest of the compared OMol25 structures with the same formula, charge and spin: 12.3 kcal per mole
DFT total energy: -311.35825 a.u.
⟨S²⟩: 2.01

These are the Mulliken partial charges, in e, on atoms 1 to 4: B 0.53; C -0.51; C -0.98; N -0.27

Question: Which of these has the highest DFT total energy?
Answer: C2H9BNO2